(1)
Formula: C23H34N4O3PtSTe
Source: OMol25
Level of theory: the ωB97M-V functional and the def2-TZVPD basis

Each line ends with the natural charge from an NBO analysis.
Atoms and positions in Å:
Pt: -0.20 0.40 1.93  1.05
C: -0.94 -0.23 5.90  -0.89
S: -0.28 -0.63 4.33  2.35
O: 0.52 0.59 3.89  -0.94
O: 0.47 -1.84 4.41  -0.88
O: -1.36 -0.66 3.25  -0.93
H: -0.07 0.00 6.51  0.29
H: -1.46 -1.10 6.30  0.29
H: -1.60 0.63 5.80  0.27
C: 6.48 2.21 -1.47  -0.65
C: 5.39 1.47 -0.76  0.11
C: 5.18 1.62 0.61  -0.25
C: 4.22 0.91 1.29  0.04
C: 4.10 1.12 2.78  -0.65
C: 3.39 0.02 0.55  -0.45
Te: 2.02 -1.13 1.57  0.65
C: 3.56 -0.13 -0.85  0.15
C: 2.73 -1.05 -1.71  -0.68
C: 4.57 0.59 -1.47  -0.29
H: 6.96 2.94 -0.82  0.23
H: 6.09 2.73 -2.35  0.24
H: 7.24 1.51 -1.82  0.25
H: 5.83 2.30 1.16  0.23
H: 5.00 1.58 3.16  0.24
H: 3.92 0.19 3.32  0.24
H: 3.26 1.78 3.01  0.22
H: 1.75 -1.25 -1.29  0.21
H: 3.23 -2.01 -1.83  0.25
H: 2.62 -0.62 -2.71  0.24
H: 4.73 0.46 -2.53  0.23
C: -3.32 -3.46 0.76  -0.43
C: -1.81 -3.58 0.64  -0.21
N: -1.24 -2.25 0.46  -0.58
C: -1.92 -1.13 0.19  0.66
N: -1.24 0.05 0.24  -0.63
C: -1.95 1.19 -0.37  -0.24
C: -3.38 1.23 0.12  -0.43
C: -4.07 -0.04 -0.33  -0.20
N: -3.20 -1.21 -0.16  -0.38
C: -3.81 -2.53 -0.33  -0.21
H: -3.59 -3.05 1.73  0.22
H: -3.78 -4.44 0.66  0.25
H: -1.55 -4.20 -0.22  0.21
H: -1.38 -4.04 1.53  0.23
H: -0.23 -2.15 0.49  0.42
H: -1.92 1.08 -1.46  0.21
H: -1.42 2.11 -0.12  0.22
H: -3.91 2.09 -0.29  0.25
H: -3.40 1.32 1.21  0.21
H: -4.34 0.03 -1.39  0.22
H: -4.98 -0.22 0.23  0.23
H: -3.58 -2.92 -1.32  0.22
H: -4.89 -2.39 -0.28  0.24
C: 2.87 5.22 -0.70  -0.66
C: 2.13 4.07 -0.10  0.12
C: 1.75 4.05 1.24  -0.24
C: 1.09 2.96 1.75  0.05
N: 0.80 1.89 0.99  -0.47
C: 1.15 1.89 -0.31  0.07
C: 1.80 2.95 -0.88  -0.24
H: 3.00 6.03 0.02  0.24
H: 2.34 5.61 -1.57  0.25
H: 3.86 4.90 -1.04  0.25
H: 1.97 4.89 1.89  0.25
H: 0.80 2.91 2.79  0.24
H: 0.87 1.01 -0.88  0.24
H: 2.06 2.91 -1.93  0.25

As for the HOMO-LUMO gap (spin up / spin down): 6.1 / 6.1 eV. The HOMO energy (spin up / spin down) comes out at -14.127 / -14.130 eV. The energy above the lowest of the compared OMol25 structures with the same formula, charge and spin comes out at 0.0 kcal per mole. As for the LUMO energy (spin up / spin down): -0.2962 / -0.2962 hartree. Its net charge is +2.


(2)
Formula: C11H24Cl3N
Source: OMol25
Level of theory: the ωB97M-V functional and the def2-TZVPD basis

Each line ends with the natural charge from an NBO analysis.
Atoms and positions in Å:
C: 1.64 -2.11 -4.10  -0.60
C: 1.29 -1.03 -3.10  -0.39
C: 0.81 -1.56 -1.75  -0.44
C: 0.26 -0.42 -0.92  -0.22
N: -0.52 -0.81 0.29  -0.21
C: -1.08 0.39 1.03  -0.24
C: -2.41 -0.06 1.70  -0.43
C: -2.95 -0.95 0.57  -0.43
C: -1.75 -1.67 0.00  -0.22
C: 0.36 -1.58 1.24  -0.40
H: 2.06 -1.74 -5.03  0.22
H: 0.74 -2.71 -4.28  0.20
H: 2.37 -2.85 -3.72  0.20
H: 0.61 -0.30 -3.56  0.22
H: 2.16 -0.39 -2.91  0.21
H: 1.65 -2.12 -1.33  0.21
H: -0.01 -2.24 -2.02  0.20
H: -0.36 0.23 -1.53  0.27
H: 1.05 0.20 -0.50  0.25
H: -0.38 0.69 1.81  0.22
H: -1.21 1.20 0.31  0.30
H: -2.16 -0.55 2.63  0.21
H: -3.04 0.82 1.74  0.25
H: -3.60 -1.71 1.02  0.23
H: -3.55 -0.46 -0.19  0.23
H: -1.59 -2.68 0.37  0.22
H: -1.90 -1.74 -1.08  0.23
H: -0.20 -1.92 2.10  0.22
H: 1.16 -0.90 1.53  0.23
H: 0.68 -2.48 0.72  0.22
Cl: 0.21 2.86 -0.90  -0.95
Cl: -0.06 4.85 3.51  -0.07
C: 0.46 3.38 2.63  -0.40
C: 1.87 3.56 2.10  -0.36
Cl: 3.08 3.80 3.42  -0.10
H: -0.26 3.19 1.84  0.26
H: 0.49 2.61 3.40  0.20
H: 1.91 4.46 1.50  0.24
H: 2.17 2.72 1.47  0.23

As for the HOMO-LUMO gap: 7.7 eV. The HOMO energy comes out at -7.765 eV. The energy above the lowest of the compared OMol25 structures with the same formula, charge and spin comes out at 0.0 kcal per mole. As for the LUMO energy: -0.0034 hartree.


(3)
Formula: C19H13N4O8Sr
Source: OMol25
Level of theory: the ωB97M-V functional and the def2-TZVPD basis

Each line ends with the natural charge from an NBO analysis.
Atoms and positions in Å:
Sr: 1.02 -0.02 0.37  1.83
O: -2.19 2.95 2.19  -0.69
C: -1.12 2.85 1.41  0.78
O: 0.01 3.07 1.79  -0.59
C: -1.46 2.38 0.03  0.09
C: -2.68 2.65 -0.58  -0.22
C: -2.86 2.20 -1.88  -0.18
C: -1.84 1.50 -2.49  -0.20
C: -0.66 1.26 -1.79  0.10
N: -0.49 1.71 -0.56  -0.48
C: 0.50 0.46 -2.44  0.73
O: 0.23 -0.09 -3.50  -0.69
O: 1.57 0.45 -1.79  -0.82
H: -1.88 3.02 3.12  0.52
H: -3.45 3.19 -0.05  0.23
H: -3.78 2.40 -2.41  0.21
H: -1.91 1.11 -3.50  0.25
C: 5.62 -4.52 3.44  -0.25
O: 4.98 -5.27 2.44  -0.50
C: 4.06 -4.60 1.66  0.34
C: 3.42 -5.40 0.69  -0.35
C: 2.48 -4.81 -0.12  -0.11
C: 2.12 -3.45 0.00  -0.35
C: 1.02 -2.95 -0.79  0.63
C: 0.70 -3.58 -2.12  -0.72
O: 0.30 -2.01 -0.42  -0.73
C: 2.83 -2.62 0.94  0.47
O: 2.68 -1.37 1.00  -0.84
C: 3.78 -3.27 1.78  -0.39
H: 6.27 -5.22 3.97  0.19
H: 4.90 -4.09 4.14  0.18
H: 6.23 -3.72 3.01  0.18
H: 3.67 -6.44 0.61  0.21
H: 1.97 -5.42 -0.85  0.20
H: 1.56 -4.05 -2.58  0.22
H: 0.32 -2.79 -2.77  0.27
H: -0.09 -4.32 -2.00  0.22
H: 4.29 -2.63 2.49  0.22
O: -0.54 0.16 2.12  -0.59
N: 0.59 0.15 2.72  -0.02
C: 0.64 0.63 3.95  -0.21
C: -0.49 1.23 4.52  0.32
N: -1.46 1.75 4.90  -0.39
C: 1.85 0.62 4.65  0.28
N: 2.83 0.61 5.26  -0.33

As for the HOMO-LUMO gap: 7.6 eV. The HOMO energy comes out at -5.112 eV. As for the LUMO energy: 0.0910 hartree. Its net charge is -1.


(4)
Formula: C5H9N
Source: OMol25
Level of theory: the ωB97M-V functional and the def2-TZVPD basis

Each line ends with the natural charge from an NBO analysis.
Atoms and positions in Å:
C: 0.18 0.40 -1.39  -0.61
C: 0.24 -0.31 -0.08  -0.15
C: 1.56 -0.40 0.64  -0.60
C: -0.91 0.08 0.90  -0.61
C: -2.03 0.88 0.45  0.29
N: -2.98 1.41 0.06  -0.34
H: -0.84 0.41 -1.79  0.23
H: 0.83 -0.15 -2.08  0.21
H: 0.52 1.44 -1.30  0.21
H: 0.01 -1.43 -0.37  0.15
H: 1.97 0.59 0.85  0.21
H: 2.23 -0.96 -0.01  0.21
H: 1.45 -0.95 1.59  0.21
H: -0.68 0.20 1.97  0.26
H: -1.02 -1.00 0.57  0.32

As for the HOMO-LUMO gap: 10.7 eV. The HOMO energy comes out at -9.963 eV. The energy above the lowest of the compared OMol25 structures with the same formula, charge and spin comes out at 45.2 kcal per mole. As for the LUMO energy: 0.0281 hartree.


(5)
Formula: C4H12NOPS
Source: OMol25
Level of theory: the ωB97M-V functional and the def2-TZVPD basis

Each line ends with the natural charge from an NBO analysis.
Atoms and positions in Å:
C: -1.49 0.80 2.21  -0.63
C: 2.03 -0.27 -1.53  -0.61
C: -1.57 0.58 0.71  -0.67
C: 2.30 -0.24 -0.06  -0.47
N: -1.89 -1.80 -1.10  -1.14
O: -2.23 -2.04 1.37  -1.06
P: -1.34 -1.32 0.44  1.88
S: 1.45 -1.70 0.84  -0.27
H: -2.23 0.24 2.76  0.24
H: -0.61 0.34 2.66  0.23
H: -1.51 1.80 2.24  0.22
H: 1.07 -0.15 -1.77  0.19
H: 2.62 0.61 -1.91  0.21
H: 2.39 -1.25 -2.10  0.21
H: -0.89 1.05 0.05  0.22
H: -2.64 0.71 0.35  0.24
H: 2.01 0.72 0.31  0.20
H: 3.26 -0.50 0.27  0.22
H: -1.13 -1.59 -1.73  0.37
H: -1.89 -2.81 -1.27  0.41

As for the HOMO-LUMO gap: 7.9 eV. The HOMO energy comes out at -8.687 eV. The energy above the lowest of the compared OMol25 structures with the same formula, charge and spin comes out at 44.0 kcal per mole. As for the LUMO energy: -0.0300 hartree.


(6)
Formula: C3H5Cl3NOP
Source: OMol25
Level of theory: the ωB97M-V functional and the def2-TZVPD basis

Each line ends with the Mulliken spin population.
Atoms and positions in Å:
C: -0.73 -1.18 -0.90  0.05
C: 0.81 -1.14 1.14  0.00
C: 0.12 0.85 0.05  0.59
N: 0.20 -0.51 -0.02  0.08
O: -1.43 -0.63 -1.73  0.11
P: -0.95 1.86 -1.10  0.09
Cl: -0.50 -2.91 -0.89  0.01
Cl: -1.53 1.06 1.76  0.90
Cl: 1.38 1.63 0.85  0.08
H: 1.88 -0.93 0.87  0.01
H: 0.38 -0.52 1.93  0.01
H: 0.60 -2.26 0.88  0.00
H: -0.08 1.66 -2.15  0.06
H: -0.14 3.00 -0.70  0.01

As for the HOMO-LUMO gap (spin up / spin down): 7.3 / 5.8 eV. The HOMO energy (spin up / spin down) comes out at -6.823 / -9.944 eV. As for the LUMO energy (spin up / spin down): 0.0179 / -0.1521 hartree. As for the multiplicity: 3.


Q: What is the formula in the sixth record?
A: C3H5Cl3NOP